(1)
# C6H11NO4S

A cluster of 2 separate species, C6H11NO4S in total in a non-equilibrium geometry (wB97M-V/def2-TZVPD, the Open Molecules 2025 dataset).

Values from the calculation:
ΔE to the lowest compared entry with this formula, charge and spin = 3.167 eV
HOMO energy (alpha / beta) = -6.05 / -10.15 eV
Multiplicity = 3
HOMO-LUMO gap (alpha / beta) = 6.62 / 8.20 eV

```
23
Properties=species:S:1:pos:R:3:forces:R:3:mulliken_charge:R:1
C 1.65530 1.71420 0.29229 1.52 1.80 0.72 -0.448
C 0.60264 1.43313 -0.73034 2.00 -1.41 1.54 -0.463
C 2.62913 0.51016 0.46969 0.07 0.40 -1.86 -0.689
C 0.45308 0.16225 -1.01704 0.35 -1.09 -1.12 -0.627
C -2.06865 -2.07303 -0.28864 0.37 0.54 0.52 -0.996
C -1.46695 -0.76879 0.21071 3.45 -8.00 -1.00 -0.658
N -2.13534 0.30614 0.23963 -5.79 9.99 -0.17 0.808
O -1.75430 1.40902 1.10393 3.75 -2.80 -1.75 -0.405
O -3.25353 0.50892 -0.34634 0.72 -0.65 0.42 -0.565
O 1.29212 -1.82516 0.46773 -0.07 0.18 0.36 -0.667
O 2.58009 -1.31021 -1.53825 -0.02 0.47 0.00 -0.685
S 1.78314 -0.81552 -0.44213 0.61 -1.02 -0.11 1.130
H 2.26081 2.70549 0.02795 -1.42 -2.03 0.88 0.311
H 1.09266 1.78842 1.24531 0.49 0.69 -0.31 0.216
H -2.53049 1.71937 1.45017 -3.58 1.11 1.36 0.289
H -0.12446 2.10701 -0.92069 -1.91 2.38 -0.95 0.541
H 3.62857 0.67139 -0.00200 -0.93 -0.13 0.14 0.327
H 2.80625 0.15510 1.46376 -0.26 -0.02 0.64 0.387
H -0.17611 -0.23889 -1.77764 -0.31 -0.32 -0.35 0.610
H -1.21348 -2.58912 -0.83813 -1.65 0.45 -0.01 0.274
H -3.11969 -1.94462 -0.67931 1.60 -0.38 -0.32 0.338
H -2.14358 -2.64463 0.63780 -0.28 -0.46 -0.06 0.291
H -0.79722 -0.98063 0.97154 1.26 0.30 1.43 0.683
```
Positions in Å, forces in eV/Å.

(2)
# C6H11NSi

A cluster of 2 separate species, C6H11NSi in total in a non-equilibrium geometry (wB97M-V/def2-TZVPD, the Open Molecules 2025 dataset).

Values from the calculation:
ΔE to the lowest compared entry with this formula, charge and spin = 3.718 eV
HOMO energy (alpha / beta) = -10.20 / -10.20 eV
HOMO-LUMO gap (alpha / beta) = 9.01 / 9.01 eV

```
19
Properties=species:S:1:pos:R:3:forces:R:3:mulliken_charge:R:1
C 2.52290 -0.36143 -0.23614 -1.27 0.43 1.51 -0.141
C 0.88612 -0.91009 2.39255 1.36 -0.35 -0.10 -0.325
C 0.63126 -0.30068 1.27041 1.40 -0.71 -0.66 0.059
C -2.27678 0.23593 0.42386 2.21 0.90 -3.49 -1.267
C 0.11617 -1.16938 -1.51381 -0.92 0.17 0.37 -1.112
C 0.07469 1.98637 -0.74709 -2.38 -1.59 0.62 -0.943
N 3.33854 -0.14494 -1.03219 -0.28 -0.17 0.29 -0.480
Si -0.38609 0.19479 -0.22468 -0.19 0.96 -0.54 0.622
H 0.19909 -1.08523 3.22186 -0.24 0.33 -0.46 0.296
H 1.89846 -1.32998 2.55341 -0.65 0.40 -0.09 0.278
H -2.70398 -0.58247 -0.06971 -0.86 -1.47 -0.79 0.379
H -2.33483 0.02139 1.41244 -0.29 -0.12 3.16 0.370
H -2.85054 1.10013 0.06562 0.43 0.04 0.50 0.311
H -0.86418 -1.58653 -1.89412 1.25 0.44 -0.30 0.343
H 0.92001 -0.86600 -2.25267 -1.48 -0.11 0.63 0.336
H 0.58605 -1.97587 -0.93894 -0.18 0.09 -0.01 0.364
H 0.05125 2.62367 0.13705 -0.02 0.10 -0.12 0.296
H 1.04302 1.95836 -1.18764 0.49 0.36 -0.80 0.362
H -0.85115 2.19194 -1.38022 1.62 0.31 0.28 0.254
```
Positions in Å, forces in eV/Å.

(3)
# C6H11O

The ion C6H11O with charge +1 in a non-equilibrium geometry (wB97M-V/def2-TZVPD, the Open Molecules 2025 dataset).

Values from the calculation:
ΔE to the lowest compared entry with this formula, charge and spin = 1.039 eV
Net charge = +1
HOMO energy = -15.79 eV
HOMO-LUMO gap = 11.26 eV

```
18
Properties=species:S:1:pos:R:3:forces:R:3:mulliken_charge:R:1
C -0.92693 1.19435 1.90516 -2.73 -0.32 4.72 0.160
C -1.53471 -0.08634 1.57220 2.24 -0.78 -1.87 -0.660
C -0.58308 -0.54119 0.41427 -0.30 -0.09 1.93 -0.690
C 1.43893 0.23074 -0.93291 -2.98 2.08 1.16 -0.593
C 0.10915 0.65897 -0.12294 1.51 -1.51 -1.00 0.116
C 1.05703 -0.82460 -1.94866 0.68 0.96 -1.04 -1.078
O -0.11086 1.70690 1.19965 2.92 0.24 -3.03 -0.247
H -1.32327 1.75106 2.83424 0.87 -0.44 -1.44 0.361
H -1.59787 -0.90590 2.25379 0.10 0.07 1.23 0.352
H -2.51749 0.20585 1.41892 -2.39 0.36 -1.04 0.346
H 0.12996 -1.11895 1.02128 0.33 0.02 -0.60 0.347
H -0.91476 -1.22111 -0.35257 -0.69 0.17 -0.12 0.479
H 2.16750 -0.22645 -0.38316 1.88 -0.71 2.12 0.406
H 1.81990 1.11770 -1.40836 0.28 0.21 -0.24 0.372
H -0.35944 1.22337 -0.87403 -1.42 0.99 -0.43 0.266
H 2.09743 -0.94421 -2.30660 -0.87 -0.72 -0.81 0.334
H 0.37159 -0.47522 -2.73510 0.43 -0.07 0.12 0.338
H 0.67691 -1.74498 -1.55517 0.11 -0.47 0.36 0.390
```
Positions in Å, forces in eV/Å.

| no. | energy (eV) |
| --- | --- |
| 1 | -26906.761 |
| 2 | -15763.891 |
| 3 | -8438.436 |